1.
A single C4H7NS molecule, computed with ωB97M-V/def2-TZVPD.

```
13
Properties=species:S:1:pos:R:3:forces:R:3
S 2.777155 -1.121921 -0.093921 -0.44 0.69 0.28
N -2.245924 -0.852296 -0.109715 0.05 -0.33 0.12
C 1.406543 -0.214418 0.031000 -0.14 0.52 -0.66
C 0.111001 -0.855403 0.065422 1.24 0.53 0.57
C 1.377550 1.349306 0.002070 1.24 -1.20 0.56
C -1.031824 -0.219077 -0.105612 -2.15 0.33 -0.21
H 0.884307 1.717932 -0.887162 -0.01 -0.01 -0.35
H 2.433691 1.711830 0.032645 -1.01 -0.15 0.02
H 0.795971 1.703822 0.862068 0.32 0.02 -0.08
H -1.139922 0.820956 -0.304346 0.31 0.72 -0.18
H -3.128595 -0.373544 -0.064249 0.30 0.22 0.00
H -2.258267 -1.795941 0.231633 -0.13 -0.16 -0.04
H 0.018319 -1.871252 0.340171 0.42 -1.18 -0.05
```
Forces are in eV/Å.

Its energy above the lowest of the compared OMol25 structures with the same formula, charge and spin is 21.59 kcal/mol. Its HOMO-LUMO gap is 8.15 eV. The SMILES is CC(=S)/C=C/N. As for the total energy: -609.524086 a.u. The charge is 0. For the LUMO energy, the calculation gives 0.07 eV. The molecular weight comes out at 101.17 g mol⁻¹.

For each atom in turn, the natural (NBO) charge in e is: -0.045 -0.783 -0.049 -0.403 -0.681 0.096 0.222 0.241 0.219 0.193 0.395 0.383 0.211


2.
A single C4H7NS molecule, computed with ωB97M-V/def2-TZVPD.

```
13
Properties=species:S:1:pos:R:3:forces:R:3
S -2.067460 0.797782 -0.414543 -0.75 0.87 -0.71
N 0.360025 -0.884196 0.706390 -4.61 -1.67 -1.20
C -2.541648 -0.989314 -0.035262 2.37 0.95 -0.01
C 1.659549 0.701329 -0.630104 -0.51 0.70 -3.12
C -1.193969 -0.435655 0.231198 3.47 -1.45 1.80
C 1.292545 0.129909 0.663627 -1.82 0.91 0.40
H -2.520074 -1.593490 -0.958311 -1.13 0.00 0.82
H -3.189802 -0.978171 0.847679 -0.27 -0.79 -0.83
H 2.206872 0.041145 -1.416727 -1.44 0.57 1.49
H 0.839392 0.910026 1.280453 0.21 0.67 0.18
H 2.105534 -0.229998 1.152180 2.65 -1.11 1.65
H 0.616917 1.079607 -1.010791 2.52 -0.13 -0.15
H 2.432114 1.451030 -0.415785 -0.68 0.49 -0.33
```
Forces are in eV/Å.

Its energy above the lowest of the compared OMol25 structures with the same formula, charge and spin is 63.66 kcal/mol. Its HOMO-LUMO gap (alpha / beta) is 7.29 / 8.38 eV. The spin multiplicity is 3. As for the total energy: -609.307143 a.u. The charge is 0. For the LUMO energy (alpha / beta), the calculation gives 0.72 / -1.14 eV. The molecular weight comes out at 101.17 g mol⁻¹.

For each atom in turn, the natural (NBO) charge in e is: 0.239 -0.151 -0.470 -0.615 -0.210 -0.319 0.232 0.234 0.219 0.204 0.199 0.217 0.221


3.
A single C4H7NS2 molecule, computed with ωB97M-V/def2-TZVPD.

```
14
Properties=species:S:1:pos:R:3:forces:R:3
S 3.269163 -0.274877 -0.132180 0.36 0.26 0.19
S -0.614417 -1.660184 -0.438837 -0.96 -0.49 0.22
N 0.669550 -0.670574 -0.102515 2.39 0.78 0.65
C 1.910295 -1.128663 0.142391 0.67 -2.27 0.70
C 0.442145 0.761934 -0.326913 0.38 2.01 -1.48
C -1.116102 0.996264 -0.262807 0.88 -0.67 3.63
C -1.561366 -0.439659 0.398197 -0.29 2.79 0.92
H -1.599514 1.189483 -1.222719 0.14 -0.08 0.29
H -1.368239 1.823819 0.580351 0.48 -1.75 -2.32
H 2.048491 -2.237378 0.575204 -0.97 2.39 -1.17
H 1.071773 1.480069 0.312846 -1.04 -1.69 -0.17
H -1.440001 -0.397538 1.526525 0.46 -0.25 -1.37
H 0.882588 1.029212 -1.322514 -0.64 -0.32 0.45
H -2.594364 -0.471907 0.272976 -1.87 -0.71 -0.54
```
Forces are in eV/Å.

Its energy above the lowest of the compared OMol25 structures with the same formula, charge and spin is 35.31 kcal/mol. Its HOMO-LUMO gap is 8.79 eV. The SMILES is S=CN1CCCS1. As for the total energy: -1007.677974 a.u. The charge is 0. For the LUMO energy, the calculation gives 0.50 eV. The molecular weight comes out at 133.24 g mol⁻¹.

For each atom in turn, the natural (NBO) charge in e is: -0.134 0.486 -0.587 -0.095 -0.266 -0.407 -0.581 0.224 0.222 0.221 0.247 0.221 0.220 0.229


4.
A single C4H7NS2 molecule, computed with ωB97M-V/def2-TZVPD.

```
14
Properties=species:S:1:pos:R:3:forces:R:3
S -1.507173 -0.841807 0.296432 0.69 0.93 -0.48
S 1.480569 -0.797546 -0.629521 -0.12 -0.57 -0.64
N -1.632733 0.842064 -0.116343 0.29 -1.23 0.96
C 2.016153 1.548170 0.719432 0.63 1.09 0.25
C 2.251595 0.701240 -0.266755 0.27 0.67 -0.45
C -2.773434 1.218567 -0.479708 -1.15 1.17 -1.24
C 0.281729 -0.981752 0.673216 -1.26 -0.66 -0.43
H 0.545645 -0.390223 1.519431 0.12 0.32 0.59
H 2.666244 2.428771 0.730898 -0.37 -0.18 0.15
H -2.876186 2.328262 -0.636902 -0.11 -1.15 0.02
H 0.243517 -2.034240 0.952907 0.51 -0.08 0.21
H 1.269404 1.510368 1.504737 0.06 -0.30 -0.23
H 3.002906 1.009317 -1.026366 -0.51 -0.60 0.59
H -3.652993 0.565599 -0.777978 0.95 0.60 0.70
```
Forces are in eV/Å.

Its energy above the lowest of the compared OMol25 structures with the same formula, charge and spin is 43.84 kcal/mol. Its HOMO-LUMO gap is 9.15 eV. The SMILES is C=CSCSN=C. As for the total energy: -1007.664389 a.u. The charge is 0. For the LUMO energy, the calculation gives 0.86 eV. The molecular weight comes out at 133.24 g mol⁻¹.

For each atom in turn, the natural (NBO) charge in e is: 0.368 0.306 -0.531 -0.441 -0.376 -0.080 -0.705 0.236 0.206 0.181 0.242 0.202 0.234 0.160


5.
A molecular structure, C4H7NaO2, computed with ωB97M-V/def2-TZVPD.

```
14
Properties=species:S:1:pos:R:3:forces:R:3
Na -0.151935 -2.286956 2.887007 -0.63 0.40 -1.03
O 2.012611 1.619757 0.642801 0.61 0.19 -0.14
O -1.314539 -1.696106 1.173664 0.74 -0.51 0.91
C -0.757329 -0.021574 -0.512285 1.37 -0.27 -0.69
C -1.648378 -1.129781 -0.008857 -0.84 0.83 -0.29
C 0.578630 0.019546 -0.378021 -0.64 -0.22 -0.45
C 1.423380 1.233813 -0.597605 -0.47 -0.31 -0.57
H 1.304829 1.802655 1.266692 -0.17 -0.08 -0.10
H 0.802988 2.053591 -0.999028 0.23 -0.20 0.01
H 2.222551 1.004302 -1.324649 -0.02 0.35 0.54
H -1.246614 0.703877 -1.175301 0.07 0.36 0.73
H -1.733009 -1.869849 -0.840919 -0.26 0.17 0.17
H -2.617215 -0.527906 0.026544 0.21 -1.07 0.12
H 1.124030 -0.905370 -0.160043 -0.21 0.35 0.76
```
Forces are in eV/Å.

Its energy above the lowest of the compared OMol25 structures with the same formula, charge and spin is 15.50 kcal/mol. Its HOMO-LUMO gap is 6.15 eV. As for the total energy: -469.324939 a.u. The charge is 0. For the LUMO energy, the calculation gives -1.08 eV. The molecular weight comes out at 110.09 g mol⁻¹.

For each atom in turn, the natural (NBO) charge in e is: 0.976 -0.727 -1.069 -0.161 -0.063 -0.270 -0.098 0.464 0.159 0.176 0.180 0.133 0.111 0.189


6.
A molecular structure, C4H7NaO3, computed with ωB97M-V/def2-TZVPD.

```
15
Properties=species:S:1:pos:R:3:forces:R:3
Na 0.292665 1.976257 0.630021 0.14 -0.26 -0.57
O 1.051827 1.063898 -1.211904 -0.24 -0.12 0.40
O -0.335351 -0.234870 0.915148 -0.14 0.38 0.41
O -0.529763 3.416492 -1.570039 0.81 -0.39 -1.14
C 0.311069 -0.081396 -1.396698 0.21 0.40 -0.14
C 0.081327 3.064123 -2.477223 -0.83 0.36 1.25
C -0.465639 -0.980431 2.105448 0.02 -0.18 0.05
C 0.247356 -0.967477 -0.157791 0.19 -0.55 -0.34
H 1.262417 -1.293013 0.136967 -0.23 0.15 -0.07
H -0.745137 0.150969 -1.680792 0.07 -0.18 0.03
H 0.701569 -0.733652 -2.211504 -0.07 0.11 0.17
H 0.509450 -1.381843 2.428599 -0.22 0.07 -0.06
H -0.853918 -0.310334 2.881978 0.05 -0.18 -0.15
H -0.361587 -1.868416 -0.359336 0.07 0.19 0.11
H -1.166285 -1.820307 1.967126 0.17 0.19 0.07
```
Forces are in eV/Å.

Its energy above the lowest of the compared OMol25 structures with the same formula, charge and spin is 3.28 kcal/mol. Its HOMO-LUMO gap is 6.85 eV. As for the total energy: -544.600142 a.u. The charge is 0. For the LUMO energy, the calculation gives -0.53 eV. The molecular weight comes out at 126.09 g mol⁻¹.

For each atom in turn, the natural (NBO) charge in e is: 0.935 -1.000 -0.601 -0.609 -0.065 0.580 -0.246 -0.094 0.164 0.111 0.137 0.172 0.179 0.160 0.177


- What is the formula in the second record?
  C4H7NS


- Which of these has the highest total energy?
  C4H7NaO2